Entry 1:
Below is an isolated molecule of C3H5Cl in a non-equilibrium geometry, with properties calculated with ωB97M-V/def2-TZVPD.

```
9
Properties=species:S:1:pos:R:3:lowdin_charge:R:1
C 0.16 -0.32 0.87 -0.2865
H 0.15 -0.55 -1.21 0.0584
H 2.20 0.14 0.49 0.0627
H 0.28 1.08 -0.74 0.1137
H -0.59 -0.84 1.60 0.1411
Cl 1.98 -0.70 3.04 0.2552
C -0.29 0.09 -0.49 -0.1151
C 1.39 -0.06 1.15 -0.3095
H -1.39 0.09 -0.56 0.0801
```

As for the charge: 0. The value obtained for the total energy is -577.42718 a.u. As for the SMILES: C/C=C/Cl. As for the spin multiplicity: 1.

Entry 2:
Below is a structure of composition C21H16N7O6RuS in a non-equilibrium geometry, with properties calculated with ωB97M-V/def2-TZVPD.

```
52
Properties=species:S:1:pos:R:3:mulliken_spin:R:1
H -3.95 1.68 -4.79 0.0002
N -1.22 1.36 1.80 0.0929
C -3.78 1.11 -3.88 -0.0009
H -3.13 -0.97 -0.64 -0.0037
C -0.26 1.25 -2.34 0.0389
C -3.34 -0.37 -1.51 -0.0059
O 3.21 -0.28 3.45 0.0187
H 4.30 -4.34 0.78 0.0002
O 1.34 0.30 2.32 0.0979
N -1.68 1.93 4.07 0.0041
C 2.47 -1.66 1.69 0.0187
H 1.54 2.85 -3.61 0.0018
H -0.27 -1.64 2.81 -0.0011
C -1.47 1.07 3.09 0.0164
C -4.80 0.38 -3.30 -0.0002
C 3.54 -2.53 1.66 0.0042
C 2.32 -3.87 0.07 0.0010
O -0.32 -4.12 -1.10 0.0245
C 1.62 0.84 -0.84 0.2448
H 4.79 2.09 -0.93 0.0007
H -1.56 -0.47 4.37 0.0004
H 4.39 -2.33 2.29 0.0010
N -1.12 2.68 1.40 -0.0295
C 1.30 -2.95 0.16 0.0427
N 1.39 -1.89 0.93 0.0650
N -1.56 -0.24 3.40 -0.0030
H 3.88 3.24 -2.92 0.0011
C 3.76 1.92 -1.23 -0.0080
C -2.53 1.11 -3.25 0.0028
C -0.05 -3.07 -0.55 -0.0098
C 2.36 -0.43 2.58 -0.0315
C 1.94 2.35 -2.74 -0.0046
H -1.84 -1.85 2.27 -0.0058
H -1.74 1.62 5.03 0.0012
H 2.21 -4.73 -0.57 0.0008
C -4.57 -0.36 -2.13 0.0016
O -1.60 3.60 2.06 0.0054
H -5.38 -0.95 -1.71 0.0000
C 1.14 1.50 -1.99 -0.0229
H -1.68 2.91 3.84 -0.0011
H 3.38 0.58 0.38 0.0129
H -5.77 0.36 -3.76 0.0000
C 2.95 1.06 -0.49 -0.0779
Ru 0.06 -0.09 0.40 4.2169
C -2.31 0.39 -2.08 0.0149
S -1.07 1.90 -3.73 0.0097
C 3.47 -3.64 0.83 0.0071
N -1.12 -1.18 2.48 0.0623
N -1.01 0.50 -1.59 0.0464
C 3.26 2.57 -2.35 0.0155
O -0.79 -2.01 -0.43 0.1203
O -0.68 2.82 0.29 0.0129
```

As for the expectation value of S²: 8.756. As for the charge: 0. The value obtained for the total energy is -2137.55320 a.u. As for the spin multiplicity: 6.

Entry 3:
Below is a structure of composition C34H41BF4N7PSi2Zr, with properties calculated with ωB97M-V/def2-TZVPD.

```
91
Properties=species:S:1:pos:R:3:lowdin_charge:R:1
C 2.27 1.20 1.79 -0.4441
C 0.19 0.49 3.42 -0.4593
H 3.42 -1.41 -0.81 0.0111
H -2.68 -3.64 0.21 0.0227
H -3.78 -0.51 -2.40 -0.0060
H 0.49 5.70 -1.90 0.1023
Zr -0.35 -0.21 0.17 1.4284
C -1.03 -2.25 -3.12 -0.3304
C -4.17 2.30 -2.61 -0.0846
C -0.70 2.96 -0.28 -0.3160
C 0.19 5.07 -1.07 -0.0848
H -1.60 -3.85 -6.07 0.0965
F -2.84 -2.46 3.22 0.1614
B -1.55 -2.59 2.77 -1.2478
C -1.90 0.73 2.94 -0.1120
H 2.06 0.30 -4.06 0.0237
C -2.04 1.64 -1.69 -0.3465
H 2.90 0.93 -2.65 0.0169
C 0.95 -2.28 -4.50 -0.1146
F -0.64 -2.08 3.72 0.1193
H -3.56 2.67 -0.58 0.1163
C -2.08 -3.64 -0.71 -0.2168
C -2.57 1.16 -4.00 -0.0750
H -2.28 0.72 -4.94 0.1118
N 1.65 1.16 0.62 -0.0115
H 4.75 1.65 3.16 0.0870
H -2.74 -3.23 -4.00 0.0957
C -0.31 3.81 -1.33 -0.0403
H 3.57 2.86 3.73 0.0887
H -0.72 0.65 -3.06 0.0609
Si -1.88 -1.91 -1.45 0.5222
H -1.14 -4.13 -0.48 0.0111
H -5.14 2.76 -2.48 0.1015
H 3.90 3.53 0.29 0.1262
C 0.31 -1.90 -3.31 -0.3349
H -0.94 2.83 1.84 0.0762
H 3.47 -3.78 4.13 0.0952
H 4.79 3.30 2.52 0.0922
H 2.13 -2.91 4.91 0.0976
C -1.06 -3.31 -5.30 -0.0985
C 3.23 2.73 0.55 -0.0238
H -2.60 -4.25 -1.45 0.0271
N -1.13 1.63 -0.57 -0.1442
C -1.69 1.11 -2.92 -0.0780
P 1.96 0.15 3.24 1.1894
C -3.81 1.76 -3.84 -0.0999
N 2.34 -2.61 2.85 -0.1084
H -4.17 -1.14 -0.80 0.0266
H 0.88 -3.39 0.07 0.1074
C -1.80 0.72 4.30 -0.0248
C 2.88 -1.83 -1.66 -0.2399
C 0.06 0.32 5.92 -0.0164
N 3.24 2.15 1.78 -0.1215
H 2.72 -2.89 -1.47 0.0123
H 0.79 -3.25 -6.40 0.0958
H 3.53 -1.75 -2.53 0.0216
C -3.68 -1.37 -1.75 -0.2093
H -2.78 0.83 2.33 0.1294
H 1.27 1.50 -3.04 -0.0009
F -1.43 -1.74 1.56 -0.0853
H -0.56 0.84 6.64 0.0952
C -0.08 4.71 1.27 -0.0928
H 0.04 -0.75 6.11 0.0976
H 1.99 -2.01 -4.66 0.0920
C 2.24 2.11 -0.16 -0.1177
F -1.22 -3.88 2.44 0.1656
N -0.65 0.58 2.40 -0.0587
C 4.14 2.50 2.87 -0.0303
H -4.22 -2.22 -2.19 0.0251
C 1.86 -1.44 2.38 -0.4526
H -0.40 3.46 -2.35 0.1133
Si 1.26 -0.88 -2.01 0.5193
C 0.33 5.53 0.23 -0.1097
C -3.29 2.24 -1.54 -0.0303
N -0.47 0.57 4.59 -0.1156
C -1.70 -2.95 -4.13 -0.1041
H 1.07 0.70 5.98 0.0729
C 2.92 -2.85 4.16 -0.0166
H 3.61 -2.04 4.41 0.0762
H -0.02 5.06 2.30 0.0981
C 1.33 -2.96 0.95 -0.1204
C 2.00 -3.58 1.96 -0.0164
H -2.55 0.78 5.07 0.1325
C -0.60 3.44 1.02 -0.0450
H -4.51 1.80 -4.67 0.1001
C 1.92 0.62 -3.02 -0.2345
H 2.25 -4.61 2.12 0.1327
H 0.72 6.51 0.43 0.0944
C 0.28 -2.97 -5.49 -0.0992
N 1.24 -1.62 1.23 -0.0530
H 1.91 2.30 -1.16 0.0824
```

As for the charge: 0. The value obtained for the total energy is -3095.58873 a.u. As for the spin multiplicity: 1.